Run one
Density functional theory data (ωB97M-V/def2-TZVPD) for a single C8H8N2O molecule.

* E_HOMO: -8.4 eV
* 2S+1: 1
* charge: 0

Last column: natural (NBO) charge in e.
Positions of all 19 atoms, in Å:
C1 2.43 -0.46 -0.14  0.79
C2 1.03 1.50 0.31  -0.23
C3 -0.20 0.65 -0.02  -0.09
C4 -1.49 1.11 -0.13  -0.18
C5 -2.58 0.23 -0.16  -0.23
C6 -2.35 -1.12 -0.15  -0.19
C7 -1.07 -1.63 -0.03  -0.25
C8 0.00 -0.72 0.05  0.18
H1 2.90 1.47 -0.57  0.40
H2 0.97 2.61 -0.05  0.22
H3 1.18 1.53 1.43  0.20
H4 -1.60 2.22 -0.14  0.21
H5 -3.58 0.66 -0.09  0.22
H6 -3.13 -1.82 -0.16  0.21
H7 -0.90 -2.71 -0.06  0.21
H8 1.44 -2.19 0.29  0.42
N1 2.13 0.86 -0.46  -0.64
N2 1.29 -1.19 0.17  -0.62
O1 3.52 -0.98 -0.11  -0.62

=====

Run two
Density functional theory data (ωB97M-V/def2-TZVPD) for a single C8H8N2O molecule.

* E_HOMO: -8.3 eV
* 2S+1: 1
* charge: 0

Last column: natural (NBO) charge in e.
Positions of all 19 atoms, in Å:
C1 3.56 0.16 0.14  -0.34
C2 1.40 -0.37 0.00  0.33
C3 1.20 1.09 0.18  -0.35
C4 -0.11 1.51 -0.13  -0.15
C5 -1.24 0.78 -0.33  0.00
C6 -3.12 -0.15 0.15  0.22
C7 -0.91 -0.61 -0.08  0.18
C8 0.37 -1.26 0.01  -0.35
H1 3.34 1.38 -0.36  0.20
H2 3.63 0.52 1.34  0.22
H3 4.66 -0.18 -0.53  0.23
H4 2.00 1.85 0.45  0.24
H5 -0.30 2.63 -0.19  0.21
H6 -4.18 -0.40 -0.01  0.19
H7 -2.68 -2.17 0.02  0.42
H8 0.31 -2.34 -0.13  0.24
N1 -2.67 1.05 0.04  -0.44
N2 -2.23 -1.18 0.13  -0.58
O1 2.58 -0.91 -0.18  -0.48

=====

Energy relative to the most stable one, in hartree: run one 0.0000; run two 0.2024

=====

Run one
Density functional theory data (ωB97M-V/def2-TZVPD) for a 4-piece molecular cluster, C2H12N2O4 overall.

* E_HOMO: -8.8 eV
* 2S+1: 1
* charge: 0

Last column: natural (NBO) charge in e.
Positions of all 20 atoms, in Å:
O1 2.11 0.43 -2.65  -0.62
C1 3.05 0.19 -1.91  0.50
N1 3.08 0.91 -0.71  -0.63
C2 2.26 2.05 -0.65  -0.06
N2 0.84 1.47 -0.39  -0.89
H1 3.62 -0.77 -2.08  0.15
H2 3.83 0.92 -0.04  0.40
H3 2.49 2.69 0.23  0.20
H4 2.37 2.56 -1.62  0.21
H5 0.58 1.33 0.59  0.36
H6 0.59 0.74 -1.03  0.39
H7 -1.40 -1.34 3.68  0.47
H8 -0.72 -2.59 3.35  0.46
O2 -0.46 -1.81 3.85  -0.93
H9 -4.41 -3.02 -2.09  0.47
H10 -4.86 -2.20 -0.88  0.46
O3 -4.11 -2.21 -1.63  -0.93
H11 -3.68 0.30 1.15  0.47
H12 -2.24 0.34 1.14  0.47
O4 -2.92 0.01 1.69  -0.94

=====

Run two
Density functional theory data (ωB97M-V/def2-TZVPD) for a 4-piece molecular cluster, C2H12N2O4 overall.

* E_HOMO: -9.7 eV
* 2S+1: 1
* charge: 0

Last column: natural (NBO) charge in e.
Positions of all 20 atoms, in Å:
N1 1.04 -1.68 -0.12  -0.85
C1 0.77 -1.71 1.33  -0.31
C2 0.79 -0.29 1.87  0.64
N2 1.35 0.90 1.46  -0.83
O1 0.31 -0.27 3.01  -0.64
H1 1.65 -2.43 -0.44  0.37
H2 0.20 -1.72 -0.68  0.36
H3 -0.14 -2.11 1.78  0.23
H4 1.56 -2.27 1.82  0.23
H5 2.12 0.88 0.81  0.39
H6 1.37 1.65 2.13  0.41
H7 -2.74 1.62 0.55  0.49
H8 -3.27 0.16 -0.01  0.48
O2 -3.40 1.09 0.14  -0.97
H9 -1.73 -0.61 -3.67  0.47
H10 -1.52 -1.10 -2.31  0.45
O3 -1.89 -1.41 -3.16  -0.92
H11 0.59 3.09 -1.97  0.46
H12 1.44 2.86 -0.85  0.46
O4 1.50 3.33 -1.70  -0.92

=====

Energy relative to the most stable one, in hartree: run one 0.0270; run two 0.0000

=====

Run one
Density functional theory data (ωB97M-V/def2-TZVPD) for an isolated ion of composition CH2NO2 and charge -1.

* E_HOMO: -3.7 eV
* 2S+1: 1
* charge: -1

Last column: natural (NBO) charge in e.
Positions of all 6 atoms, in Å:
N1 -0.07 0.55 0.59  -0.93
C1 0.29 -0.28 -0.56  0.86
O1 0.86 -1.35 -0.27  -0.81
O2 -0.02 0.19 -1.67  -0.81
H1 -0.99 0.95 0.50  0.34
H2 -0.07 -0.06 1.40  0.35

=====

Run two
Density functional theory data (ωB97M-V/def2-TZVPD) for a 2-piece molecular cluster, CH2NO2 overall.

* E_HOMO: -4.2 eV
* 2S+1: 1
* charge: -1

Last column: natural (NBO) charge in e.
Positions of all 6 atoms, in Å:
N1 0.26 0.36 -1.06  -0.83
C1 1.47 0.24 -0.62  0.64
O1 -1.71 0.01 0.97  -1.03
O2 2.75 0.31 -0.54  -0.74
H1 -1.77 -0.98 1.09  0.44
H2 -1.00 0.05 0.16  0.52

=====

Energy relative to the most stable one, in hartree: run one 0.0000; run two 0.0392

=====

Run one
Density functional theory data (ωB97M-V/def2-TZVPD) for a single C5H8S molecule.

* E_HOMO: -8.7 eV
* 2S+1: 1
* charge: 0

Last column: natural (NBO) charge in e.
Positions of all 14 atoms, in Å:
C1 1.12 -1.50 -0.04  -0.63
C2 0.51 -0.09 0.00  0.01
C3 1.26 1.00 -0.25  -0.39
C4 -0.86 0.08 0.48  -0.37
C5 -1.86 0.95 -0.11  -0.47
H1 0.74 -2.10 -0.83  0.22
H2 0.93 -2.00 0.87  0.22
H3 2.23 -1.42 -0.32  0.22
H4 0.91 2.02 -0.08  0.19
H5 2.28 0.95 -0.59  0.20
H6 -0.92 -0.06 1.58  0.23
H7 -2.42 1.57 0.58  0.22
H8 -1.71 1.42 -1.07  0.23
S1 -2.19 -0.82 -0.23  0.12

=====

Run two
Density functional theory data (ωB97M-V/def2-TZVPD) for a single C5H8S molecule.

* E_HOMO: -8.4 eV
* 2S+1: 1
* charge: 0

Last column: natural (NBO) charge in e.
Positions of all 14 atoms, in Å:
C1 -0.67 0.27 0.34  -0.30
C2 -0.29 -0.26 -0.83  -0.08
C3 0.20 0.53 1.46  -0.07
C4 -1.22 -0.51 -1.96  -0.65
C5 1.65 0.19 1.38  -0.68
S1 -0.43 1.19 2.82  0.00
H1 -1.70 0.55 0.49  0.22
H2 0.74 -0.55 -1.00  0.19
H3 -1.23 -1.57 -2.21  0.23
H4 -2.23 -0.19 -1.73  0.22
H5 -0.87 0.03 -2.85  0.23
H6 2.12 0.75 0.57  0.23
H7 2.14 0.45 2.32  0.24
H8 1.79 -0.87 1.19  0.23

=====

Energy relative to the most stable one, in hartree: run one 0.0228; run two 0.0000

=====

Run one
Density functional theory data (ωB97M-V/def2-TZVPD) for a 2-piece molecular cluster, C2H4FN3 overall.

* E_HOMO: -10.0 eV
* 2S+1: 1
* charge: 0

Last column: natural (NBO) charge in e.
Positions of all 10 atoms, in Å:
C1 -0.64 -0.96 0.51  -0.12
C2 0.49 -0.34 0.12  -0.11
N1 0.22 0.60 -0.82  -0.27
N2 -1.04 0.52 -1.09  -0.05
N3 -1.61 -0.43 -0.36  -0.35
F1 2.40 1.44 0.49  -0.57
H1 -0.71 -1.74 1.21  0.23
H2 1.89 2.18 0.12  0.58
H3 1.51 -0.46 0.49  0.24
H4 -2.51 -0.81 -0.67  0.42

=====

Run two
Density functional theory data (ωB97M-V/def2-TZVPD) for a single C2H4FN3 molecule.

* E_HOMO (spin up / spin down): -9.5 / -9.5 eV
* 2S+1: 1
* charge: 0

Last column: natural (NBO) charge in e.
Positions of all 10 atoms, in Å:
C1 1.10 -0.11 0.61  -0.03
C2 -0.36 -0.55 0.51  -0.30
N1 1.61 0.62 -0.24  -0.24
N2 -0.91 0.57 -0.32  -0.45
N3 -0.14 1.04 -1.27  0.21
F1 -0.20 0.08 -2.35  -0.29
H1 1.57 -0.62 1.47  0.22
H2 -0.17 -1.48 -0.10  0.24
H3 -0.91 -0.67 1.54  0.23
H4 -1.58 1.13 0.15  0.40

=====

Energy relative to the most stable one, in hartree: run one 0.0000; run two 0.1574

=====

Run one
Density functional theory data (ωB97M-V/def2-TZVPD) for a 3-piece molecular cluster, C3H6OS overall.

* E_HOMO: -8.3 eV
* 2S+1: 1
* charge: 0

Last column: natural (NBO) charge in e.
Positions of all 11 atoms, in Å:
C1 -0.53 1.29 -0.08  -0.71
C2 -0.80 -0.06 -0.12  -0.18
C3 0.46 -1.02 -0.12  -0.13
H1 -0.50 1.72 1.30  0.26
H2 0.87 1.23 -0.57  0.27
H3 -1.45 1.83 -0.79  0.28
H4 0.12 -1.83 0.61  0.22
H5 0.65 -1.62 -1.20  0.18
H6 1.99 -0.69 0.99  0.49
O1 1.51 -0.29 -0.03  -0.69
S1 -2.32 -0.56 0.01  0.01

=====

Run two
Density functional theory data (ωB97M-V/def2-TZVPD) for a single C3H6OS molecule.

* E_HOMO: -8.7 eV
* 2S+1: 1
* charge: 0

Last column: natural (NBO) charge in e.
Positions of all 11 atoms, in Å:
C1 -0.49 1.35 -0.04  -0.69
C2 -0.61 -0.16 -0.04  -0.05
C3 0.43 -1.15 -0.06  -0.17
H1 -0.92 1.69 0.89  0.25
H2 0.47 1.82 -0.23  0.23
H3 -1.20 1.66 -0.89  0.26
H4 0.23 -1.76 0.75  0.21
H5 0.34 -1.70 -1.02  0.23
H6 2.05 -0.24 0.73  0.47
O1 1.77 -0.67 -0.08  -0.72
S1 -2.07 -0.84 -0.01  0.00

=====

Run three
Density functional theory data (ωB97M-V/def2-TZVPD) for a single C3H6OS molecule.

* E_HOMO: -8.9 eV
* 2S+1: 1
* charge: 0

Last column: natural (NBO) charge in e.
Positions of all 11 atoms, in Å:
C1 -0.48 2.05 -0.75  -0.60
C2 0.63 1.09 -0.35  -0.49
C3 0.04 -0.14 0.28  0.28
H1 0.02 2.97 -1.11  0.22
H2 -1.10 2.24 0.10  0.21
H3 -1.07 1.63 -1.54  0.21
H4 1.32 1.52 0.39  0.24
H5 1.16 0.71 -1.31  0.24
H6 -0.99 -0.82 1.56  0.51
O1 -0.63 0.11 1.35  -0.65
S1 0.28 -1.69 -0.25  -0.17

=====

Energy relative to the most stable one, in hartree: run one 0.2223; run two 0.0394; run three 0.0000